Record 1
Here is a cluster of 2 separate species, CH3N2O3S in total from the OMol25 dataset. Energies are from ωB97M-V/def2-TZVPD.

Results
Lowest unoccupied orbital energy (alpha / beta)   3.22 / 3.21 eV
Strongest force on any atom   3.4 eV Å⁻¹
Net charge   -1
Relative energy (zero: lowest compared OMol25 entry of this formula, charge and spin)   72.5 kcal per mole
HOMO-LUMO gap (alpha / beta)   7.337 / 7.669 eV

The geometry in XYZ format:
```
10
CH3N2O3S ωB97M-V/def2-TZVPD
C 1.52 0.69 -0.92
N -1.51 -1.37 0.15
N 0.73 0.63 0.50
O 2.60 0.07 -0.87
O 0.86 1.18 -1.82
O -1.76 -0.66 1.32
S -0.62 1.48 0.87
H -2.34 -1.11 -0.47
H -0.59 -1.01 -0.05
H 1.12 0.10 1.28
```

Here are the Löwdin charges for atoms 1 to 8, given in e: C -0.774; N -0.084; N -0.470; O -0.069; O -0.050; O -0.376; S 0.646; H 0.103

Record 2
Here is the ion CH3N2O3S with charge +1 from the OMol25 dataset. Energies are from ωB97M-V/def2-TZVPD.

Results
Structure (SMILES)   C#[N+]S(=O)(=O)ON
Lowest unoccupied orbital energy   -6.11 eV
Strongest force on any atom   8.6 eV Å⁻¹
Net charge   +1
Relative energy (zero: lowest compared OMol25 entry of this formula, charge and spin)   64.7 kcal per mole
HOMO-LUMO gap   9.416 eV

The geometry in XYZ format:
```
10
CH3N2O3S ωB97M-V/def2-TZVPD
C -0.59 -1.75 2.17
N -0.40 -1.30 1.12
S 0.06 -1.90 -0.67
O 0.79 -3.06 -0.40
O -1.42 -1.71 -1.07
O 0.97 -0.66 -1.12
N 0.18 0.40 -1.59
H -0.51 -1.93 3.26
H 0.08 1.21 -1.05
H 0.53 0.82 -2.41
```

Here are the Löwdin charges for atoms 1 to 8, given in e: C 0.223; N 0.087; S 0.859; O -0.144; O -0.238; O -0.217; N 0.065; H 0.162

Record 3
Here is a cluster of 2 separate species, CH3N2O4 in total from the OMol25 dataset. Energies are from ωB97M-V/def2-TZVPD.

Results
Lowest unoccupied orbital energy (alpha / beta)   4.21 / 4.21 eV
Strongest force on any atom   4.2 eV Å⁻¹
Net charge   -1
Relative energy (zero: lowest compared OMol25 entry of this formula, charge and spin)   90.9 kcal per mole
HOMO-LUMO gap (alpha / beta)   7.350 / 7.345 eV

The geometry in XYZ format:
```
10
CH3N2O4 ωB97M-V/def2-TZVPD
C 1.35 0.30 -1.13
N -1.75 -0.76 0.61
N -1.93 0.45 -0.01
O -1.17 0.84 -0.96
O -2.78 1.19 0.66
O 2.17 0.80 -0.47
O -0.90 -1.69 0.21
H 1.17 -0.79 -0.92
H 0.98 0.77 -2.13
H -2.07 -0.75 1.58
```

Here are the Löwdin charges for atoms 1 to 8, given in e: C -0.238; N -0.156; N -0.396; O -0.086; O -0.156; O -0.031; O -0.253; H 0.073

Record 4
Here is a cluster of 2 separate species, CH3N2OP in total from the OMol25 dataset. Energies are from ωB97M-V/def2-TZVPD.

Results
Structure (SMILES)   N#CP=O.N
Lowest unoccupied orbital energy   -2.17 eV
Strongest force on any atom   3.6 eV Å⁻¹
Net charge   0
Relative energy (zero: lowest compared OMol25 entry of this formula, charge and spin)   29.9 kcal per mole
HOMO-LUMO gap   7.941 eV

The geometry in XYZ format:
```
8
CH3N2OP ωB97M-V/def2-TZVPD
N 0.94 2.19 0.35
C 1.47 1.17 0.18
P 2.46 -0.41 0.28
O 1.77 -1.37 -0.55
N -1.92 -0.53 -0.02
H -1.44 -0.71 0.77
H -1.92 0.47 -0.20
H -1.37 -0.82 -0.81
```

So, what does the Löwdin scheme give us? The charges, in e, come out as: N 0.071; C -0.434; P 0.842; O -0.476; N 0.039; H -0.047; H 0.008; H -0.003

Record 5
Here is a cluster of 2 separate species, CH3N2OS in total from the OMol25 dataset. Energies are from ωB97M-V/def2-TZVPD.

Results
Lowest unoccupied orbital energy   4.07 eV
Strongest force on any atom   2.2 eV Å⁻¹
Net charge   -1
Relative energy (zero: lowest compared OMol25 entry of this formula, charge and spin)   9.1 kcal per mole
HOMO-LUMO gap   7.029 eV

The geometry in XYZ format:
```
8
CH3N2OS ωB97M-V/def2-TZVPD
C 0.86 -1.17 -0.02
N 1.36 -0.05 -0.31
N -1.03 1.34 0.47
O -1.15 2.44 -0.09
S -1.97 0.05 0.14
H -0.17 -1.30 0.18
H 0.62 0.73 -0.17
H 1.48 -2.03 -0.21
```

So, what does the Löwdin scheme give us? The charges, in e, come out as: C -0.237; N -0.005; N -0.765; O -0.289; S 0.359; H -0.091; H 0.000; H 0.028

Record 6
Here is the ion CH3N2OS with charge +1 from the OMol25 dataset. Energies are from ωB97M-V/def2-TZVPD.

Results
Lowest unoccupied orbital energy (alpha / beta)   -8.25 / -8.69 eV
Strongest force on any atom   5.8 eV Å⁻¹
Net charge   +1
Relative energy (zero: lowest compared OMol25 entry of this formula, charge and spin)   94.7 kcal per mole
HOMO-LUMO gap (alpha / beta)   6.733 / 6.137 eV

The geometry in XYZ format:
```
8
CH3N2OS ωB97M-V/def2-TZVPD
C -0.85 0.14 0.05
N -0.86 1.34 -0.04
N 0.22 -0.73 0.12
O 1.62 -0.70 -0.21
S 2.83 0.24 0.17
H -1.57 -0.65 0.11
H -1.44 2.15 -0.09
H 0.04 -1.79 -0.11
```

So, what does the Löwdin scheme give us? The charges, in e, come out as: C -0.291; N 0.226; N 0.059; O -0.548; S 1.080; H 0.144; H 0.103; H 0.227

Record 7
Here is a cluster of 2 separate species, CH3N2PS in total from the OMol25 dataset. Energies are from ωB97M-V/def2-TZVPD.

Results
Lowest unoccupied orbital energy (alpha / beta)   -1.55 / -1.55 eV
Strongest force on any atom   5.9 eV Å⁻¹
Net charge   0
Relative energy (zero: lowest compared OMol25 entry of this formula, charge and spin)   61.1 kcal per mole
HOMO-LUMO gap (alpha / beta)   7.776 / 7.777 eV

The geometry in XYZ format:
```
8
CH3N2PS ωB97M-V/def2-TZVPD
C -1.93 1.23 -0.21
N -2.21 2.32 -0.13
N 0.66 -1.22 0.98
P -0.05 -0.80 -0.45
S 1.41 0.58 -1.21
H 1.61 -1.28 1.32
H 0.06 -1.76 1.65
H 0.45 0.93 -1.96
```

So, what does the Löwdin scheme give us? The charges, in e, come out as: C -0.442; N -0.136; N -0.307; P 0.642; S 0.385; H 0.054; H 0.067; H -0.264

Record 8
Here is the molecule CH3N2PS from the OMol25 dataset. Energies are from ωB97M-V/def2-TZVPD.

Results
Structure (SMILES)   N#CSPN
Lowest unoccupied orbital energy   0.45 eV
Strongest force on any atom   3.7 eV Å⁻¹
Net charge   0
Relative energy (zero: lowest compared OMol25 entry of this formula, charge and spin)   24.9 kcal per mole
HOMO-LUMO gap   9.600 eV

The geometry in XYZ format:
```
8
CH3N2PS ωB97M-V/def2-TZVPD
N 2.33 -1.28 0.09
C 1.83 -0.29 -0.13
S 1.15 1.28 -0.48
P -0.49 0.75 0.69
N -1.09 -0.49 -0.33
H -1.27 1.92 0.28
H -0.38 -1.20 -0.11
H -2.08 -0.69 0.00
```

So, what does the Löwdin scheme give us? The charges, in e, come out as: N 0.095; C -0.763; S 0.555; P 0.466; N -0.329; H -0.080; H -0.008; H 0.062

Record 9
Here is a cluster of 2 separate species, CH3N2S in total from the OMol25 dataset. Energies are from ωB97M-V/def2-TZVPD.

Results
Lowest unoccupied orbital energy (alpha / beta)   -6.46 / -6.46 eV
Strongest force on any atom   5.9 eV Å⁻¹
Net charge   +1
Relative energy (zero: lowest compared OMol25 entry of this formula, charge and spin)   50.8 kcal per mole
HOMO-LUMO gap (alpha / beta)   8.568 / 8.569 eV

The geometry in XYZ format:
```
7
CH3N2S ωB97M-V/def2-TZVPD
C 0.32 0.08 -0.15
N 0.83 -1.11 -0.37
N -0.78 0.71 -0.08
S 1.97 0.15 0.11
H 0.23 -1.86 0.86
H -1.61 0.41 -0.59
H -0.95 1.61 0.22
```

So, what does the Löwdin scheme give us? The charges, in e, come out as: C -0.816; N -0.177; N 0.253; S 1.089; H 0.350; H 0.175; H 0.126

Record 10
Here is a cluster of 2 separate species, CH3N3O in total from the OMol25 dataset. Energies are from ωB97M-V/def2-TZVPD.

Results
Structure (SMILES)   N#[N+][O-].C=N
Lowest unoccupied orbital energy   1.12 eV
Strongest force on any atom   5.4 eV Å⁻¹
Net charge   0
Relative energy (zero: lowest compared OMol25 entry of this formula, charge and spin)   81.5 kcal per mole
HOMO-LUMO gap   10.713 eV

The geometry in XYZ format:
```
8
CH3N3O ωB97M-V/def2-TZVPD
N -3.57 -0.77 -0.02
N -2.91 0.09 0.04
O -2.20 0.99 0.01
C 0.27 0.24 -0.40
N -0.08 -0.95 -0.26
H 0.28 0.87 0.52
H 0.48 0.52 -1.34
H -0.20 -1.40 0.61
```

So, what does the Löwdin scheme give us? The charges, in e, come out as: N 0.243; N -0.326; O 0.079; C -0.147; N 0.016; H 0.084; H 0.025; H 0.027

Record 11
Here is the molecule CH3N3O2S from the OMol25 dataset. Energies are from ωB97M-V/def2-TZVPD.

Results
Structure (SMILES)   [H]/N=[N+](\[O-])CSN=O
Lowest unoccupied orbital energy (alpha / beta)   -0.45 / -0.45 eV
Strongest force on any atom   4.4 eV Å⁻¹
Net charge   0
Relative energy (zero: lowest compared OMol25 entry of this formula, charge and spin)   136.9 kcal per mole
HOMO-LUMO gap (alpha / beta)   8.363 / 8.363 eV

The geometry in XYZ format:
```
10
CH3N3O2S ωB97M-V/def2-TZVPD
H 2.41 0.36 0.19
N 1.41 -0.08 0.12
N 0.64 0.15 -0.81
O 0.95 0.89 -1.78
C -0.69 -0.37 -0.75
S -1.70 0.62 0.51
N -0.55 0.07 1.66
O -0.57 0.11 2.84
H -1.25 -0.24 -1.61
H -0.65 -1.50 -0.37
```

Here are the Löwdin charges for atoms 1 to 8, given in e: H 0.150; N 0.119; N -0.483; O -0.046; C -0.342; S 0.898; N -0.459; O -0.029

Record 12
Here is a cluster of 2 separate species, CH3N3O2Si in total from the OMol25 dataset. Energies are from ωB97M-V/def2-TZVPD.

Results
Lowest unoccupied orbital energy (alpha / beta)   -0.98 / -0.98 eV
Strongest force on any atom   2.8 eV Å⁻¹
Net charge   0
Relative energy (zero: lowest compared OMol25 entry of this formula, charge and spin)   37.2 kcal per mole
HOMO-LUMO gap (alpha / beta)   8.503 / 8.503 eV

The geometry in XYZ format:
```
10
CH3N3O2Si ωB97M-V/def2-TZVPD
C 0.96 -2.23 -0.37
N 1.24 -3.23 -0.90
N -0.64 0.02 -0.50
N 2.68 0.44 0.14
O 3.74 0.45 0.71
O 2.46 0.76 -1.04
Si 0.54 -0.68 0.62
H -0.93 0.99 -0.44
H -0.52 -0.48 -1.41
H 0.15 -0.71 2.09
```

Here are the Löwdin charges for atoms 1 to 8, given in e: C -0.315; N 0.091; N -0.108; N -0.395; O -0.004; O -0.081; Si 0.745; H 0.041

Record 13
Here is the molecule CH3N3S from the OMol25 dataset. Energies are from ωB97M-V/def2-TZVPD.

Results
Structure (SMILES)   N#CSNN
Lowest unoccupied orbital energy (alpha / beta)   -0.82 / -0.82 eV
Strongest force on any atom   4.0 eV Å⁻¹
Net charge   0
Relative energy (zero: lowest compared OMol25 entry of this formula, charge and spin)   23.0 kcal per mole
HOMO-LUMO gap (alpha / beta)   8.551 / 8.551 eV

The geometry in XYZ format:
```
8
CH3N3S ωB97M-V/def2-TZVPD
N 1.79 -0.70 -3.10
C 1.30 -1.35 -2.30
S 0.54 -2.23 -1.12
N 0.50 -0.70 0.37
N 0.24 0.52 -0.12
H -0.25 -1.08 0.91
H -0.73 0.42 -0.50
H 1.05 0.77 -0.61
```

So, what does the Löwdin scheme give us? The charges, in e, come out as: N 0.078; C -0.812; S 0.764; N -0.229; N -0.027; H 0.038; H 0.122; H 0.065

Record 14
Here is the molecule CH3N3S from the OMol25 dataset. Energies are from ωB97M-V/def2-TZVPD.

Results
Lowest unoccupied orbital energy (alpha / beta)   -1.02 / -1.02 eV
Strongest force on any atom   4.0 eV Å⁻¹
Net charge   0
Relative energy (zero: lowest compared OMol25 entry of this formula, charge and spin)   87.2 kcal per mole
HOMO-LUMO gap (alpha / beta)   7.310 / 7.309 eV

The geometry in XYZ format:
```
8
CH3N3S ωB97M-V/def2-TZVPD
C 0.43 -0.15 0.41
N 0.02 2.10 -0.18
N 3.03 0.57 0.54
N -0.15 0.93 -0.27
S 2.20 -0.24 -0.33
H 0.79 0.19 1.45
H -0.10 -1.02 0.11
H -0.75 0.49 -0.99
```

So, what does the Löwdin scheme give us? The charges, in e, come out as: C -0.391; N 0.086; N -0.432; N -0.373; S 0.816; H 0.110; H 0.064; H 0.120

Record 15
Here is a cluster of 2 separate species, CH3N3S in total from the OMol25 dataset. Energies are from ωB97M-V/def2-TZVPD.

Results
Structure (SMILES)   [H]/N=N/[H].N=C=S
Lowest unoccupied orbital energy   -0.14 eV
Strongest force on any atom   4.5 eV Å⁻¹
Net charge   0
Relative energy (zero: lowest compared OMol25 entry of this formula, charge and spin)   16.9 kcal per mole
HOMO-LUMO gap   9.053 eV

The geometry in XYZ format:
```
8
CH3N3S ωB97M-V/def2-TZVPD
H 0.80 0.90 1.12
N 0.52 0.38 0.34
N 0.61 1.07 -0.68
H 0.58 0.52 -1.46
N -1.40 -1.17 0.20
C -2.37 -0.49 0.03
S -3.53 0.48 -0.38
H -0.49 -0.95 0.68
```

So, what does the Löwdin scheme give us? The charges, in e, come out as: H 0.052; N -0.015; N 0.089; H 0.019; N 0.069; C -0.917; S 0.654; H 0.049

Record 16
Here is a structure of composition CH3N3S from the OMol25 dataset. Energies are from ωB97M-V/def2-TZVPD.

Results
Lowest unoccupied orbital energy   0.56 eV
Strongest force on any atom   4.3 eV Å⁻¹
Net charge   0
Relative energy (zero: lowest compared OMol25 entry of this formula, charge and spin)   28.2 kcal per mole
HOMO-LUMO gap   9.292 eV

The geometry in XYZ format:
```
8
CH3N3S ωB97M-V/def2-TZVPD
C 0.76 -0.19 -0.25
N -0.59 -1.42 0.03
N -1.57 -0.76 0.02
N 0.20 1.02 0.02
S -1.64 0.84 -0.04
H 1.68 -0.51 0.48
H 0.79 -0.41 -1.27
H 0.38 1.42 1.01
```

So, what does the Löwdin scheme give us? The charges, in e, come out as: C -0.262; N -0.019; N -0.526; N -0.344; S 0.853; H 0.150; H 0.050; H 0.098

Record 17
Here is a cluster of 2 separate species, CH3N3S2 in total from the OMol25 dataset. Energies are from ωB97M-V/def2-TZVPD.

Results
Lowest unoccupied orbital energy (alpha / beta)   -0.95 / -0.95 eV
Strongest force on any atom   5.0 eV Å⁻¹
Net charge   0
Relative energy (zero: lowest compared OMol25 entry of this formula, charge and spin)   16.9 kcal per mole
HOMO-LUMO gap (alpha / beta)   7.627 / 7.629 eV

The geometry in XYZ format:
```
9
CH3N3S2 ωB97M-V/def2-TZVPD
C 1.70 1.21 0.57
N 2.09 0.31 0.02
N -1.20 -1.29 0.24
N -0.08 -1.16 -0.53
S -1.93 1.36 -0.63
S -2.45 -0.35 0.23
H 1.09 1.73 1.24
H 0.10 -0.26 -1.05
H 0.68 -1.56 -0.10
```

Here are the Löwdin charges for atoms 1 to 8, given in e: C -0.057; N 0.070; N -0.509; N -0.025; S -0.009; S 0.416; H 0.050; H 0.034

Record 18
Here is the molecule CH3N3S2 from the OMol25 dataset. Energies are from ωB97M-V/def2-TZVPD.

Results
Lowest unoccupied orbital energy (alpha / beta)   -0.27 / -0.27 eV
Strongest force on any atom   2.0 eV Å⁻¹
Net charge   0
Relative energy (zero: lowest compared OMol25 entry of this formula, charge and spin)   53.9 kcal per mole
HOMO-LUMO gap (alpha / beta)   7.919 / 7.916 eV

The geometry in XYZ format:
```
9
CH3N3S2 ωB97M-V/def2-TZVPD
C -1.09 -1.01 0.15
N 0.18 1.14 -0.15
N 1.44 0.95 -0.23
N -0.67 0.32 0.44
S -2.34 0.25 -0.02
S 2.47 -0.28 0.14
H -1.17 -1.67 1.01
H -0.72 -1.48 -0.76
H 1.89 1.79 -0.59
```

Here are the Löwdin charges for atoms 1 to 8, given in e: C -0.445; N -0.065; N -0.589; N -0.453; S 0.857; S 0.453; H 0.076; H 0.077

Record 19
Here is a cluster of 2 separate species, CH3N4 in total from the OMol25 dataset. Energies are from ωB97M-V/def2-TZVPD.

Results
Lowest unoccupied orbital energy   -4.75 eV
Strongest force on any atom   4.6 eV Å⁻¹
Net charge   +1
Relative energy (zero: lowest compared OMol25 entry of this formula, charge and spin)   7.9 kcal per mole
HOMO-LUMO gap   12.885 eV

The geometry in XYZ format:
```
8
CH3N4 ωB97M-V/def2-TZVPD
C -0.28 0.45 0.29
N 2.30 1.17 -1.07
N 3.05 1.95 -0.80
N -0.48 1.27 1.10
N -0.10 -0.45 -0.56
H -1.04 2.10 1.27
H -0.86 -1.09 -0.47
H 0.96 -0.64 -0.79
```

So, what does the Löwdin scheme give us? The charges, in e, come out as: C -0.215; N 0.029; N 0.100; N 0.347; N 0.224; H 0.166; H 0.159; H 0.191

Record 20
Here is a cluster of 2 separate species, CH3N4 in total from the OMol25 dataset. Energies are from ωB97M-V/def2-TZVPD.

Results
Lowest unoccupied orbital energy   -5.44 eV
Strongest force on any atom   5.5 eV Å⁻¹
Net charge   +1
Relative energy (zero: lowest compared OMol25 entry of this formula, charge and spin)   93.1 kcal per mole
HOMO-LUMO gap   9.780 eV

The geometry in XYZ format:
```
8
CH3N4 ωB97M-V/def2-TZVPD
C -1.50 -0.06 -0.02
N 2.17 0.14 0.34
N 2.88 1.01 0.30
N -2.39 0.57 -0.37
N 1.26 -0.63 0.30
H -3.31 0.77 -0.67
H -0.28 -0.19 0.14
H 1.17 -1.61 -0.01
```

So, what does the Löwdin scheme give us? The charges, in e, come out as: C 0.214; N -0.229; N 0.295; N 0.303; N 0.046; H 0.133; H 0.095; H 0.143